1.
This record from the OMol25 dataset describes C15H12Cl2F2N2OS in the gas phase. The level of theory is ωB97M-V/def2-TZVPD.

Summary:
relative energy (zero: lowest compared OMol25 entry of this formula, charge and spin) = 6.4 kJ/mol
E_LUMO = 0.272 eV
SMILES = Cc1ccc(NC(=S)Nc2ccc(OC(F)F)c(Cl)c2)cc1Cl
gap between HOMO and LUMO = 8.699 eV
maximum force = 1.46 eV Å⁻¹

The geometry in ORCA input format:
```
! wB97M-V def2-TZVPD RIJCOSX def2/J DEFGRID3
* xyz 0 1
H -4.496 -5.377 -1.688
F -3.283 -6.086 -0.267
C 0.043 -3.562 0.432
C -1.136 -1.475 0.578
C -1.075 -4.168 -0.108
N 1.079 0.472 0.416
S 2.904 -0.018 2.327
H 2.204 2.328 2.067
H 2.577 6.367 -0.612
Cl -3.688 -1.171 -0.210
H -1.214 -0.448 0.898
C 1.650 -0.363 1.315
C 1.903 4.052 0.847
H 0.515 0.019 -0.295
N 1.188 -1.655 1.316
C 0.736 2.368 -0.981
F -2.575 -5.530 -2.222
H 1.105 6.298 -1.595
C 0.834 3.719 -1.245
Cl 2.632 5.089 2.021
C -2.227 -3.431 -0.331
C 1.422 4.596 -0.342
H 1.014 6.632 0.143
H 0.269 1.712 -1.703
C 1.237 1.842 0.209
O -3.407 -3.928 -0.884
C 0.039 -2.207 0.765
H 0.933 -4.148 0.599
H -1.030 -5.216 -0.355
H 0.443 4.106 -2.174
H 1.794 -2.292 1.818
C -2.249 -2.082 0.027
C 1.817 2.702 1.135
C 1.533 6.059 -0.625
C -3.490 -5.202 -1.275
*
```

***

2.
This record from the OMol25 dataset describes C9H6O3 in the gas phase. The level of theory is ωB97M-V/def2-TZVPD.

Summary:
relative energy (zero: lowest compared OMol25 entry of this formula, charge and spin) = 225.6 kJ/mol
E_LUMO = -0.228 eV
SMILES = O=c1cc(O)c2ccccc2o1
gap between HOMO and LUMO = 8.797 eV
maximum force = 5.87 eV Å⁻¹

The geometry in ORCA input format:
```
! wB97M-V def2-TZVPD RIJCOSX def2/J DEFGRID3
* xyz 0 1
C 2.245 -0.769 0.697
H -1.788 -0.565 1.669
H -0.320 0.503 -2.790
H 3.114 -0.917 1.409
H -0.049 -0.410 2.737
C -0.140 -0.221 0.440
C -1.392 0.025 0.851
C -0.757 0.524 -1.841
H -3.375 0.878 0.345
C -1.978 1.075 -1.253
O 3.592 -0.436 -1.148
C 1.071 -0.483 1.268
H -2.864 1.739 -1.659
O 1.449 -0.215 -1.585
C -2.406 0.701 0.034
C 0.244 -0.033 -0.982
O 0.876 -0.929 2.547
C 2.478 -0.466 -0.740
*
```

***

3.
This record from the OMol25 dataset describes a 2-piece molecular cluster, C10H16O2 overall. The level of theory is ωB97M-V/def2-TZVPD.

Summary:
relative energy (zero: lowest compared OMol25 entry of this formula, charge and spin) = 204.4 kJ/mol
E_LUMO = 0.823 eV
SMILES = Cc1ccc(O)cc1.CC(C)O
gap between HOMO and LUMO = 8.991 eV
maximum force = 4.40 eV Å⁻¹

The geometry in ORCA input format:
```
! wB97M-V def2-TZVPD RIJCOSX def2/J DEFGRID3
* xyz 0 1
H -3.133 -0.274 1.397
H 2.237 -1.697 1.977
C -2.209 -1.729 0.151
H -0.949 0.221 2.684
H 1.569 3.386 -0.099
H 3.232 1.353 -1.468
O 2.362 1.042 -1.262
H -1.117 -3.151 -1.115
H 0.003 0.187 -0.534
C -1.114 -2.352 -0.309
C -1.012 -0.569 1.829
H -0.175 0.138 -2.359
C 1.182 3.191 -1.058
H 1.627 0.046 1.807
C 1.218 1.736 -1.717
C 0.015 -2.299 0.473
C -0.026 0.831 -1.424
H 0.113 3.593 -1.132
C 1.413 -1.007 2.258
H -0.902 1.404 -1.527
O -3.371 -2.160 -0.405
C -2.218 -0.784 1.168
H 0.971 -2.796 0.252
H 1.311 -1.219 3.325
H -4.127 -1.778 0.193
C 0.135 -1.307 1.545
H 1.621 3.876 -1.875
H 1.341 2.115 -2.774
*
```

***

4.
This record from the OMol25 dataset describes C3H3NO2 as an isolated structure. The level of theory is ωB97M-V/def2-TZVPD.

Summary:
relative energy (zero: lowest compared OMol25 entry of this formula, charge and spin) = 219.9 kJ/mol
E_LUMO = 0.746 eV
gap between HOMO and LUMO = 11.157 eV
maximum force = 1.34 eV Å⁻¹

The geometry in ORCA input format:
```
! wB97M-V def2-TZVPD RIJCOSX def2/J DEFGRID3
* xyz 0 1
O 0.699 -0.524 -0.772
C 0.686 0.844 -0.694
H -0.284 -1.826 0.545
N -0.259 1.434 -0.075
H 1.599 1.331 -1.007
C -0.485 -0.929 -0.037
C -0.493 0.328 0.811
O -0.130 0.402 1.948
H -1.334 -1.061 -0.719
*
```

***

5.
This record from the OMol25 dataset describes C5H7NO2 in the gas phase. The level of theory is ωB97M-V/def2-TZVPD.

Summary:
relative energy (zero: lowest compared OMol25 entry of this formula, charge and spin) = 367.6 kJ/mol
E_LUMO = 0.771 eV
SMILES = C[C@]1(O)[C@@H]2ON=C[C@@H]21
gap between HOMO and LUMO = 9.793 eV
maximum force = 4.07 eV Å⁻¹

The geometry in ORCA input format:
```
! wB97M-V def2-TZVPD RIJCOSX def2/J DEFGRID3
* xyz 0 1
C 0.285 -0.533 1.028
C -0.632 1.420 -0.228
C 1.611 -0.564 -0.779
H -0.094 -1.068 1.898
H 2.078 -0.817 -1.708
H 0.026 -2.083 -0.448
H -2.666 -0.285 -0.128
C -0.684 -0.120 0.024
O 1.365 0.218 1.320
H -0.064 1.719 -1.177
H -1.598 1.824 -0.485
N 2.117 0.186 0.070
C 0.338 -1.102 -0.330
H -0.161 1.922 0.629
O -1.923 -0.718 0.313
*
```

***

6.
This record from the OMol25 dataset describes C6H11ClO2S in the gas phase. The level of theory is ωB97M-V/def2-TZVPD.

Summary:
relative energy (zero: lowest compared OMol25 entry of this formula, charge and spin) = 132.4 kJ/mol
E_LUMO = 0.683 eV
SMILES = C[C@H]1CS(=O)(=O)[C@@H](C)[C@@H]1Cl
gap between HOMO and LUMO = 10.851 eV
maximum force = 5.02 eV Å⁻¹

The geometry in ORCA input format:
```
! wB97M-V def2-TZVPD RIJCOSX def2/J DEFGRID3
* xyz 0 1
C -0.530 1.349 0.110
H -0.498 1.489 -0.908
C 0.743 0.781 0.713
H 1.410 -0.363 -1.212
C 1.837 1.831 0.638
C -0.954 -2.012 -1.392
H -0.102 -2.567 -1.717
H 0.316 0.321 1.717
S -1.755 -0.051 0.417
C -0.633 -1.334 -0.073
C 1.005 -0.435 -0.125
H -0.936 -1.281 -2.087
H 1.453 2.751 0.634
H 2.343 1.751 -0.388
O -1.874 -0.257 1.849
H -1.967 -2.405 -1.213
H 2.595 1.703 1.481
H -0.977 2.294 0.680
H -0.652 -2.113 0.644
O -2.990 0.114 -0.325
Cl 2.166 -1.564 0.557
*
```

***

7.
This record from the OMol25 dataset describes an isolated ion of composition C9H14N3S and charge +1. The level of theory is ωB97M-V/def2-TZVPD.

Summary:
relative energy (zero: lowest compared OMol25 entry of this formula, charge and spin) = 861.7 kJ/mol
E_LUMO (alpha / beta) = -5.126 / -5.123 eV
gap between HOMO and LUMO (alpha / beta) = 6.481 / 6.486 eV
maximum force = 3.98 eV Å⁻¹

The geometry in ORCA input format:
```
! wB97M-V def2-TZVPD RIJCOSX def2/J DEFGRID3
* xyz 1 1
H -1.157 2.394 -0.230
C 3.570 0.788 0.834
H -2.315 1.007 -0.015
H 0.948 0.581 -1.988
C -2.149 -2.668 -1.155
C -1.354 1.355 0.273
S 1.587 -2.441 0.161
H -3.009 -2.038 -1.046
H -2.002 -2.939 -2.127
N 1.423 -0.819 1.086
H -2.252 2.042 2.203
H -0.418 2.002 2.232
N -0.335 0.438 -0.307
H 3.644 1.807 0.755
H -1.458 0.451 2.300
C -0.846 -2.000 -0.732
H -0.876 1.021 -2.201
H 4.125 0.121 0.219
N -1.071 -0.740 -0.660
C 0.255 -2.858 -0.636
H -2.305 -3.552 -0.641
C -1.380 1.494 1.818
H 4.058 0.661 1.901
H 0.288 2.108 -1.648
C 0.062 1.041 -1.647
C 2.135 0.305 0.674
C 0.834 0.440 0.574
*
```

***

8.
This record from the OMol25 dataset describes a 2-piece molecular cluster, C4H16N3O overall. The level of theory is ωB97M-V/def2-TZVPD.

Summary:
relative energy (zero: lowest compared OMol25 entry of this formula, charge and spin) = 44.6 kJ/mol
E_LUMO (alpha / beta) = -7.138 / -12.625 eV
gap between HOMO and LUMO (alpha / beta) = 10.185 / 4.698 eV
maximum force = 1.99 eV Å⁻¹

The geometry in ORCA input format:
```
! wB97M-V def2-TZVPD RIJCOSX def2/J DEFGRID3
* xyz 2 2
O 2.482 2.669 -0.148
C -0.360 -0.938 0.112
H -1.181 -0.510 -1.713
H 3.037 2.755 -0.933
C -0.322 1.478 1.171
N 0.060 -3.145 -1.051
N -1.519 -0.696 -0.780
H 1.347 0.188 0.731
H -0.194 1.244 2.230
H -1.893 2.586 0.416
H -0.436 -3.785 -0.393
H 1.308 -1.521 -1.247
C 0.627 -1.963 -0.534
H 0.540 -3.659 -1.794
H -2.017 0.277 -0.215
H -0.781 -1.311 1.009
H 0.619 0.823 -0.668
H 0.212 2.394 0.997
H -2.273 1.691 1.747
H 2.955 3.160 0.524
H -2.098 -1.524 -0.930
C 0.372 0.399 0.305
H 1.269 -2.278 0.270
N -1.753 1.666 0.892
*
```